Entry 1:
Entry from the OMol25 dataset: the molecule C5H4N2 at a distorted geometry (ωB97M-V/def2-TZVPD).

Each line ends with the natural charge from an NBO analysis.
Geometry (Å):
H (2.230, -0.929, -1.262)  0.21
C (1.378, 0.118, 0.172)  0.02
C (2.457, -0.199, -0.491)  -0.42
H (3.473, 0.137, -0.368)  0.22
H (-1.184, -0.820, 1.711)  0.38
H (-1.378, -0.417, -1.234)  0.25
C (0.114, -0.094, 0.317)  0.10
N (-2.750, 2.003, 0.401)  -0.29
C (-2.073, 1.113, 0.111)  0.25
C (-1.222, 0.005, -0.242)  -0.20
N (-0.827, -1.015, 0.779)  -0.53

Values from the calculation:
Charge: 0
Frontier orbital gap, eV: 10.149
Energy, Ha: -302.28444
Molar mass, g/mol: 92.10
SMILES string: C=C=C1N[C@H]1C#N
Relative energy (zero: lowest compared OMol25 entry of this formula, charge and spin), kJ/mol: 377.7


Entry 2:
Entry from the OMol25 dataset: the molecule C2H3N3S at a distorted geometry (ωB97M-V/def2-TZVPD).

Each line ends with the natural charge from an NBO analysis.
Geometry (Å):
C (-0.309, -1.513, -0.071)  -0.10
H (0.305, 2.308, 0.232)  0.19
S (-1.147, -0.782, 1.338)  0.35
C (-0.002, 1.248, 0.305)  0.27
H (1.367, 0.764, -1.173)  0.40
N (0.600, 0.474, -0.649)  -0.47
N (0.437, -0.868, -0.859)  -0.26
H (-0.341, -2.566, -0.253)  0.21
N (-0.909, 0.935, 1.130)  -0.60

Values from the calculation:
Charge: 0
Frontier orbital gap, eV: 8.613
Energy, Ha: -640.39725
Molar mass, g/mol: 101.13
SMILES string: C1=NNC=NS1
Relative energy (zero: lowest compared OMol25 entry of this formula, charge and spin), kJ/mol: 164.0


Entry 3:
Entry from the OMol25 dataset: a cluster of 7 separate species, C13H22Cl12O7 in total at a distorted geometry (ωB97M-V/def2-TZVPD).

Each line ends with the natural charge from an NBO analysis.
Geometry (Å):
O (-4.912, 30.993, 19.657)  -0.52
O (-3.866, 29.248, 20.640)  -0.65
H (5.292, 37.427, 32.565)  0.20
H (-0.490, 34.726, 25.043)  0.24
C (-0.359, 35.517, 27.780)  -0.73
Cl (4.857, 30.177, 19.986)  0.01
C (-1.286, 34.697, 26.983)  0.58
H (0.063, 34.793, 28.476)  0.24
H (-1.909, 29.309, 17.247)  0.20
Cl (4.306, 30.040, 22.774)  0.00
Cl (-2.438, 40.968, 22.036)  0.02
H (0.222, 33.393, 26.015)  0.24
H (-3.008, 28.027, 17.707)  0.19
O (8.313, 35.492, 34.714)  -0.51
H (-6.066, 30.234, 21.175)  0.20
H (8.174, 33.840, 35.916)  0.20
Cl (-3.418, 40.226, 36.463)  0.01
Cl (-2.806, 28.456, 27.501)  0.00
C (-5.723, 31.219, 20.858)  -0.26
O (6.712, 36.452, 33.628)  -0.48
Cl (2.444, 31.451, 21.041)  0.04
C (8.964, 34.388, 35.404)  -0.26
C (5.448, 36.428, 32.974)  -0.26
H (-4.916, 29.454, 27.929)  0.24
Cl (-4.347, 28.104, 29.929)  0.00
C (-0.723, 40.810, 22.562)  -0.25
H (-6.640, 31.795, 20.732)  0.21
H (5.425, 35.721, 32.145)  0.20
C (-3.983, 29.999, 19.655)  0.99
C (-4.441, 28.507, 28.183)  -0.31
Cl (-4.608, 41.000, 33.984)  0.04
H (-1.032, 36.100, 28.410)  0.24
H (-5.059, 31.560, 21.653)  0.20
O (-2.454, 34.550, 27.309)  -0.54
H (-1.395, 33.428, 25.295)  0.24
H (0.399, 36.079, 27.234)  0.23
H (-1.877, 28.668, 18.894)  0.20
C (-2.528, 28.938, 18.063)  -0.26
C (-0.660, 34.012, 25.849)  -0.74
O (6.587, 34.196, 33.973)  -0.66
H (9.281, 33.632, 34.685)  0.20
H (4.623, 36.209, 33.651)  0.19
Cl (-5.335, 27.336, 27.388)  0.06
C (-3.110, 40.444, 34.707)  -0.26
C (3.550, 30.095, 21.168)  -0.29
Cl (0.017, 39.295, 21.902)  -0.01
H (-2.292, 41.137, 34.508)  0.23
C (7.161, 35.290, 34.046)  0.98
H (9.715, 34.694, 36.132)  0.21
Cl (-2.472, 38.941, 33.908)  -0.01
O (-3.463, 29.949, 18.415)  -0.49
Cl (-0.617, 40.798, 24.357)  0.01
H (-0.027, 41.550, 22.168)  0.23
H (3.124, 29.099, 21.048)  0.23

Values from the calculation:
Charge: 0
Frontier orbital gap, eV: 9.932
Energy, Ha: -6557.43670
Molar mass, g/mol: 715.75
SMILES string: COC(=O)OC.COC(=O)OC.ClC(Cl)Cl.ClC(Cl)Cl.ClC(Cl)Cl.ClC(Cl)Cl.CC(C)=O


Entry 4:
Entry from the OMol25 dataset: the molecule C3H4N2O2S at a distorted geometry (ωB97M-V/def2-TZVPD).

Each line ends with the natural charge from an NBO analysis.
Geometry (Å):
N (-0.056, 0.467, -0.847)  -0.13
C (0.258, -1.236, 1.035)  0.63
H (0.397, -2.950, 0.081)  0.37
S (0.368, -0.961, -3.171)  0.25
N (0.723, -1.985, 0.074)  -0.79
C (0.247, -0.448, -1.713)  0.21
H (-0.574, 0.794, 1.190)  0.21
O (-0.668, 1.558, -1.217)  -0.48
H (1.203, 0.686, 0.858)  0.23
H (-1.166, 1.841, -0.456)  0.49
C (0.303, 0.315, 0.558)  -0.34
O (-0.111, -1.473, 2.177)  -0.65

Values from the calculation:
Charge: 0
Frontier orbital gap (alpha / beta), eV: 7.475 / 7.473
Energy, Ha: -774.72446
Molar mass, g/mol: 132.14
Relative energy (zero: lowest compared OMol25 entry of this formula, charge and spin), kJ/mol: 531.2